Record 1
ORCA calculation (wB97M-V/def2-TZVPD) on a structure of composition C29H44NORuSi2.

## Properties
Energy ... -52657.245 eV
Multiplicity ... 6
HOMO-LUMO gap (alpha / beta) ... 6.027 / 6.806 eV

Element x y z (Å)
C: -1.15 -0.66 -1.71
C: 0.05 -1.34 -2.14
C: 0.52 -2.16 -1.11
H: 0.42 -1.30 -3.17
C: -0.32 -2.00 0.02
C: -1.37 -1.07 -0.31
H: -0.33 -2.60 0.93
C: -0.01 2.56 -2.09
C: 0.47 1.84 -3.21
C: 1.61 1.10 -2.82
H: 0.05 1.86 -4.20
C: 1.91 1.40 -1.49
C: 0.90 2.33 -0.98
H: 1.34 -2.88 -1.20
H: -2.31 -0.98 0.22
H: -1.94 -0.29 -2.36
H: 0.97 2.93 -0.07
H: 2.22 0.45 -3.45
H: -0.77 3.33 -2.11
Ru: -0.45 0.87 -0.45
C: 3.00 0.83 -0.66
C: 3.69 1.99 0.09
C: 4.06 0.09 -1.46
H: 4.04 2.72 -0.66
H: 4.56 1.63 0.65
H: 3.01 2.51 0.78
H: 4.49 0.74 -2.23
H: 3.64 -0.81 -1.94
H: 4.86 -0.22 -0.78
C: 2.26 -0.24 0.19
C: 2.36 0.02 1.65
H: 2.54 -1.28 -0.04
H: 1.14 -0.17 -0.01
O: 1.74 0.98 2.14
N: 3.11 -0.97 2.31
C: 2.39 -2.25 2.52
H: 3.47 -0.57 3.20
C: 2.62 -3.33 1.48
C: 1.75 -4.43 1.53
H: 0.99 -4.46 2.32
C: 1.83 -5.44 0.58
H: 1.10 -6.25 0.59
C: 2.82 -5.40 -0.40
H: 2.88 -6.18 -1.16
C: 3.74 -4.35 -0.41
H: 4.53 -4.31 -1.15
C: 3.66 -3.31 0.54
H: 4.39 -2.50 0.56
H: 1.29 -2.09 2.58
H: 2.67 -2.62 3.52
C: -3.80 0.26 2.18
Si: -2.33 1.41 1.94
C: -2.71 3.03 2.84
C: -1.00 0.58 2.92
C: -2.01 1.94 0.13
Si: -3.53 1.85 -1.09
C: -4.65 3.24 -0.49
C: -3.18 2.19 -2.91
C: -4.47 0.23 -1.13
H: -3.83 0.05 3.26
H: -3.69 -0.70 1.67
H: -4.76 0.70 1.89
H: -2.99 2.78 3.87
H: -1.83 3.68 2.89
H: -3.53 3.60 2.39
H: -0.84 -0.46 2.61
H: -0.06 1.13 2.81
H: -1.28 0.60 3.99
H: -1.73 3.03 0.15
H: -4.10 4.20 -0.44
H: -5.47 3.39 -1.21
H: -5.11 3.06 0.48
H: -2.56 1.43 -3.38
H: -4.15 2.19 -3.42
H: -2.72 3.17 -3.06
H: -3.84 -0.63 -1.40
H: -5.00 0.00 -0.19
H: -5.24 0.32 -1.91

=====

Record 2
ORCA calculation (wB97M-V/def2-TZVPD) on a structure of composition C29H45AlFP2.

## Properties
Net charge ... +1
Energy ... -58681.959 eV
Energy above the lowest of the compared OMol25 structures with the same formula, charge and spin ... 111.6 kcal/mol
HOMO-LUMO gap (alpha / beta) ... 4.607 / 4.614 eV

Element x y z (Å)
Al: -2.09 1.08 0.90
C: 0.90 1.30 -0.77
C: -0.14 2.24 -0.72
C: 0.31 1.45 1.47
C: 1.17 0.84 0.55
C: -0.49 2.44 0.70
C: 1.90 1.06 -1.87
H: 1.52 1.36 -2.85
H: 2.27 0.01 -1.92
H: 2.76 1.70 -1.63
C: 2.33 0.03 1.01
H: 2.62 -0.68 0.24
H: 2.06 -0.55 1.90
H: 3.22 0.63 1.29
C: 0.60 1.46 2.92
H: 1.59 1.86 3.13
H: 0.63 0.45 3.31
H: -0.13 1.98 3.55
C: -1.21 3.67 1.22
H: -0.48 4.42 1.58
H: -1.88 3.34 2.03
H: -1.85 4.09 0.42
C: -0.50 3.17 -1.84
H: 0.25 3.98 -1.83
H: -1.47 3.64 -1.68
H: -0.51 2.72 -2.84
C: -1.09 -3.82 -2.37
C: -0.21 -2.78 -2.25
C: -0.52 -1.37 -2.75
C: -2.04 -1.16 -3.15
C: -3.02 -1.09 -1.94
C: -3.03 -2.09 -0.92
C: -3.42 -3.44 -1.16
C: -2.65 -3.93 -2.41
H: 0.09 -1.25 -3.68
H: -2.26 -2.01 -3.81
H: -0.05 -0.63 -2.09
H: -3.14 -3.55 -3.32
H: -0.78 -4.88 -2.34
H: 0.88 -2.91 -1.94
H: -2.85 -5.01 -2.42
H: -3.33 -4.07 -0.26
H: -2.89 -1.82 0.10
H: -4.50 -3.53 -1.42
H: -2.22 -0.28 -3.81
H: -2.73 -0.15 -1.45
P: -5.15 -0.54 -2.20
C: -5.66 -2.16 -2.89
C: -6.29 0.53 -3.25
P: -4.45 0.23 0.51
C: -5.86 -0.73 -0.52
C: -5.40 1.77 -0.01
C: -5.02 -0.29 2.20
H: -5.70 -2.93 -2.13
H: -4.98 -2.51 -3.66
H: -6.67 -2.14 -3.28
H: -7.30 0.08 -3.28
H: -5.85 0.54 -4.26
H: -6.32 1.56 -2.88
H: -5.95 -0.88 2.19
H: -5.07 0.63 2.77
H: -4.19 -0.89 2.58
H: -6.04 -1.78 -0.24
H: -6.86 -0.24 -0.54
H: -4.83 2.59 0.41
H: -6.45 1.72 0.33
H: -5.43 1.93 -1.10
F: -0.35 -3.26 4.72
C: -0.88 -2.59 3.66
C: -1.52 -1.41 3.93
C: -1.81 -0.58 2.84
C: -1.30 -0.80 1.56
C: -0.74 -2.09 1.32
C: -0.66 -3.03 2.38
H: -1.73 -1.04 4.91
H: -2.49 0.26 3.03
H: -0.42 -2.44 0.32
H: -0.26 -4.03 2.20

=====

Record 3
ORCA calculation (wB97M-V/def2-TZVPD) on a structure of composition C29H45FP2Pd.

## Properties
Net charge ... +2
Energy ... -55559.197 eV
Multiplicity ... 5
Energy above the lowest of the compared OMol25 structures with the same formula, charge and spin ... 0.0 kcal/mol
HOMO-LUMO gap (alpha / beta) ... 8.441 / 4.216 eV

Element x y z (Å)
Pd: 0.23 -0.16 -0.21
C: 0.24 0.33 2.08
C: 0.78 1.40 1.28
C: -1.53 1.43 1.06
C: -1.19 0.38 1.95
C: -0.32 2.04 0.60
C: 1.02 -0.52 3.01
H: 2.08 -0.57 2.71
H: 0.62 -1.53 3.06
H: 1.00 -0.11 4.03
C: -2.15 -0.47 2.70
H: -1.65 -1.34 3.13
H: -2.96 -0.83 2.05
H: -2.61 0.08 3.53
C: -2.90 1.88 0.75
H: -3.30 2.55 1.52
H: -3.60 1.03 0.67
H: -2.93 2.43 -0.20
C: -0.21 3.23 -0.28
H: -0.43 4.16 0.26
H: -0.93 3.18 -1.11
H: 0.80 3.33 -0.69
C: 2.17 1.93 1.35
H: 2.27 2.70 2.13
H: 2.48 2.39 0.41
H: 2.88 1.13 1.62
C: 4.39 -4.03 -2.93
C: 5.24 -3.46 -2.05
C: 6.50 -2.74 -2.40
C: 6.49 -1.90 -3.71
C: 5.24 -1.11 -3.92
C: 4.14 -1.53 -4.58
C: 3.94 -2.89 -5.17
C: 4.59 -4.08 -4.41
H: 7.33 -3.47 -2.47
H: 6.74 -2.54 -4.57
H: 6.75 -2.06 -1.57
H: 5.65 -4.19 -4.69
H: 3.53 -4.61 -2.56
H: 5.11 -3.66 -0.98
H: 4.08 -4.99 -4.77
H: 2.86 -3.09 -5.23
H: 3.34 -0.82 -4.81
H: 4.32 -2.91 -6.21
H: 7.31 -1.17 -3.60
H: 5.30 -0.06 -3.58
P: 1.60 -2.01 -0.69
C: 1.27 -3.77 -0.50
C: 3.27 -1.62 -0.09
P: 0.98 -0.01 -2.46
C: 1.71 -1.70 -2.49
C: 2.42 1.08 -2.50
C: 0.02 0.17 -3.98
H: 0.26 -4.00 -0.89
H: 1.29 -4.01 0.58
H: 2.02 -4.37 -1.02
H: 4.03 -2.09 -0.71
H: 3.35 -2.01 0.94
H: 3.45 -0.54 -0.07
H: 0.69 0.02 -4.85
H: -0.41 1.18 -4.01
H: -0.80 -0.57 -4.01
H: 1.10 -2.41 -3.08
H: 2.74 -1.73 -2.86
H: 2.04 2.09 -2.72
H: 3.14 0.77 -3.27
H: 2.91 1.10 -1.52
F: -5.05 -3.08 -1.94
C: -3.88 -2.46 -1.58
C: -3.60 -1.22 -2.15
C: -2.41 -0.58 -1.75
C: -1.58 -1.19 -0.83
C: -1.91 -2.39 -0.24
C: -3.08 -3.06 -0.62
H: -4.27 -0.75 -2.87
H: -2.18 0.40 -2.15
H: -1.27 -2.81 0.53
H: -3.35 -4.01 -0.16

=====

Record 4
ORCA calculation (wB97M-V/def2-TZVPD) on a structure of composition C29H45FP2Sc.

## Properties
Net charge ... +1
Energy ... -72792.311 eV
Energy above the lowest of the compared OMol25 structures with the same formula, charge and spin ... 0.0 kcal/mol
HOMO-LUMO gap ... 7.040 eV

Element x y z (Å)
Sc: 0.93 -0.28 1.53
C: 3.17 -0.09 2.57
C: 2.66 1.21 2.27
C: 1.34 0.30 3.93
C: 2.33 -0.66 3.59
C: 1.51 1.45 3.10
C: 4.49 -0.63 2.16
H: 4.76 -0.31 1.15
H: 4.51 -1.72 2.19
H: 5.28 -0.27 2.84
C: 2.60 -1.92 4.33
H: 3.38 -2.52 3.84
H: 1.70 -2.54 4.40
H: 2.93 -1.71 5.36
C: 0.45 0.21 5.12
H: 1.02 0.44 6.04
H: 0.03 -0.79 5.24
H: -0.38 0.92 5.06
C: 0.80 2.74 3.26
H: 1.28 3.35 4.04
H: -0.25 2.59 3.55
H: 0.82 3.32 2.33
C: 3.37 2.26 1.48
H: 3.92 2.94 2.15
H: 2.66 2.86 0.90
H: 4.09 1.82 0.79
C: 0.94 -1.88 -0.29
C: 2.10 -1.17 -0.42
C: 2.33 0.01 -1.32
C: 1.12 0.96 -1.53
C: 0.29 1.25 -0.31
C: -0.82 0.55 0.11
C: -1.38 -0.70 -0.52
C: -0.35 -1.72 -1.07
H: 2.66 -0.33 -2.32
H: 0.49 0.57 -2.36
H: 3.18 0.60 -0.93
H: -0.15 -1.50 -2.13
H: 0.96 -2.80 0.31
H: 3.02 -1.59 0.02
H: -0.85 -2.70 -1.05
H: -2.00 -1.21 0.24
H: -1.51 1.04 0.82
H: -2.08 -0.45 -1.34
H: 1.52 1.92 -1.89
H: 0.48 2.24 0.13
P: -0.96 0.21 -4.27
C: -1.21 -1.49 -4.96
C: -0.20 0.94 -5.80
P: -3.13 2.23 -3.60
C: -2.69 0.78 -4.68
C: -3.06 3.52 -4.94
C: -4.96 2.02 -3.78
H: -1.91 -2.04 -4.32
H: -0.24 -2.01 -4.99
H: -1.62 -1.41 -5.98
H: -0.74 0.58 -6.69
H: 0.85 0.60 -5.85
H: -0.22 2.03 -5.77
H: -5.24 1.99 -4.85
H: -5.45 2.88 -3.30
H: -5.28 1.10 -3.29
H: -3.40 -0.05 -4.50
H: -2.74 1.08 -5.75
H: -3.49 4.44 -4.53
H: -3.65 3.20 -5.81
H: -2.02 3.72 -5.25
F: -3.35 -4.27 4.23
C: -2.40 -3.44 3.69
C: -2.70 -2.09 3.55
C: -1.72 -1.25 2.97
C: -0.52 -1.78 2.53
C: -0.23 -3.12 2.71
C: -1.19 -3.98 3.29
H: -3.66 -1.68 3.87
H: -1.94 -0.18 2.88
H: 0.74 -3.54 2.42
H: -0.98 -5.04 3.41